The following is a DFT calculation (ωB97M-V with the def2-TZVPD basis set) of a molecular structure, C5H9O6Rb at a distorted geometry.

Last column: Mulliken spin population.
Geometry (Å):
Rb 3.381 2.009 -2.147  0.00
O 2.983 -0.390 0.064  0.73
O -4.346 -0.475 -1.109  0.00
O 0.550 1.910 -0.116  0.00
O 3.683 -3.793 0.424  0.08
O -3.491 -0.711 0.958  0.00
O -2.782 0.868 -0.480  0.00
C -3.576 -0.115 -0.090  0.00
C 3.866 -2.623 0.341  0.13
C -1.743 1.267 0.414  0.00
C -0.808 2.148 -0.391  0.00
C 2.654 -1.606 0.468  -0.01
H -0.993 3.208 -0.165  0.00
H -1.221 0.381 0.800  0.00
H 2.261 -1.661 1.497  0.00
H 0.820 1.226 0.615  0.00
H -2.174 1.813 1.265  0.00
H 4.856 -2.140 0.213  0.01
H -1.001 2.039 -1.469  0.00
H 1.965 -2.122 -0.245  0.06
H -4.884 -1.233 -0.845  0.00

Results
Orbital gap (spin up / spin down), eV: 9.31 / 7.27
Relative energy (zero: lowest compared OMol25 entry of this formula, charge and spin), kcal per mole: 0.0
Expectation value of S²: 0.757
Multiplicity: 2
Charge: +1